Entry from OMol25: a single C25H30N6O2S molecule at a distorted geometry (ωB97M-V/def2-TZVPD).

Last column: natural (NBO) charge in e.
Cartesian coordinates (Å):
C 2.620 3.676 2.309  -0.618
C 2.506 2.500 1.349  -0.219
N 1.123 2.266 0.964  -0.415
C 0.660 2.748 -0.251  0.659
O 1.376 3.365 -1.011  -0.606
C -0.737 2.433 -0.491  -0.356
S -1.569 2.850 -1.942  0.534
C -3.015 2.162 -1.330  -0.362
C -2.888 1.637 -0.081  -0.283
C -1.571 1.785 0.404  0.171
N -1.018 1.380 1.597  -0.374
C -1.441 0.698 2.724  0.358
C -2.815 0.168 2.911  -0.455
C -2.952 -0.751 4.128  -0.375
C -1.984 -1.944 4.110  -0.502
C -1.897 -2.538 2.713  0.686
O -2.769 -3.227 2.223  -0.645
N -0.773 -2.186 2.051  -0.627
C -0.516 -2.503 0.657  -0.051
C -1.589 -1.904 -0.258  -0.412
C -1.235 -2.146 -1.720  -0.216
N 0.047 -1.537 -2.015  -0.446
C 0.364 -1.543 -3.434  -0.252
C 1.525 -0.629 -3.721  0.059
C 1.543 0.642 -3.161  -0.243
C 2.593 1.507 -3.401  -0.197
C 3.640 1.110 -4.218  -0.223
C 3.628 -0.152 -4.785  -0.206
C 2.578 -1.020 -4.535  -0.248
C 1.094 -2.169 -1.234  -0.227
C 0.846 -1.947 0.254  -0.399
N -0.443 0.569 3.543  -0.301
N 0.660 1.138 3.013  -0.345
C 0.320 1.621 1.852  0.510
H 2.062 3.468 3.219  0.223
H 2.233 4.581 1.847  0.212
H 3.663 3.835 2.567  0.218
H 2.876 1.589 1.824  0.222
H 3.055 2.699 0.427  0.238
H -3.902 2.181 -1.933  0.246
H -3.693 1.172 0.456  0.242
H -3.510 1.008 3.016  0.230
H -3.097 -0.391 2.014  0.229
H -2.779 -0.177 5.038  0.221
H -3.978 -1.123 4.138  0.219
H -1.001 -1.616 4.443  0.233
H -2.359 -2.709 4.791  0.233
H -0.098 -1.606 2.523  0.411
H -0.530 -3.595 0.540  0.202
H -2.555 -2.351 -0.025  0.241
H -1.644 -0.828 -0.088  0.191
H -1.993 -1.685 -2.359  0.202
H -1.229 -3.233 -1.925  0.163
H 0.581 -2.562 -3.804  0.170
H -0.516 -1.174 -3.971  0.207
H 0.725 0.940 -2.525  0.218
H 2.587 2.487 -2.948  0.233
H 4.462 1.783 -4.412  0.211
H 4.442 -0.467 -5.422  0.210
H 2.578 -2.007 -4.976  0.208
H 2.050 -1.721 -1.518  0.219
H 1.147 -3.255 -1.439  0.163
H 1.638 -2.423 0.835  0.216
H 0.869 -0.873 0.456  0.197

Values from the calculation:
Maximum force in eV/Å: 1.3
Molar mass in Da: 478.62
ΔE to the lowest compared entry with this formula, charge and spin in kcal/mol: 0.0
Kohn-Sham gap in Ha: 0.3176
Multiplicity: 1



Entry from OMol25: C25H30N7PtS as an isolated structure (ωB97M-V/def2-TZVPD).

Last column: natural (NBO) charge in e.
Cartesian coordinates (Å):
Pt -0.032 0.439 0.038  0.773
C 0.253 -2.418 -6.365  -0.670
C -0.208 -1.977 -5.021  0.185
C -1.519 -1.530 -4.816  -0.222
C -1.901 -1.063 -3.588  -0.118
C -0.997 -1.012 -2.489  0.059
N -1.396 -0.375 -1.349  -0.351
C -2.648 -0.549 -0.907  0.185
C -3.363 -1.757 -1.219  -0.109
C -4.610 -2.007 -0.736  -0.233
C -5.235 -1.086 0.129  0.229
C -6.562 -1.371 0.720  -0.679
C -4.542 0.092 0.488  -0.227
C -3.293 0.370 0.013  0.202
N -2.733 1.620 0.301  -0.182
C -3.394 2.811 0.386  0.034
C -2.479 3.776 0.690  -0.280
C -1.255 3.101 0.781  0.057
N -1.415 1.805 0.557  -0.293
C 0.329 -1.496 -2.690  0.254
C 0.688 -1.951 -3.937  -0.239
N 1.246 -1.680 -1.631  -0.191
C 2.272 -2.571 -1.620  0.038
C 3.153 -2.199 -0.644  -0.281
C 2.598 -1.051 -0.073  0.064
N 1.445 -0.746 -0.658  -0.319
H -0.568 -2.821 -6.955  0.261
H 1.052 -3.153 -6.298  0.253
H 0.650 -1.553 -6.908  0.279
H -2.216 -1.501 -5.643  0.265
H -2.871 -0.598 -3.470  0.246
H -2.841 -2.520 -1.781  0.253
H -5.105 -2.941 -0.965  0.269
H -7.095 -2.148 0.176  0.262
H -7.172 -0.469 0.777  0.268
H -6.423 -1.718 1.752  0.288
H -5.020 0.784 1.170  0.260
H -4.452 2.876 0.197  0.262
H -2.658 4.829 0.821  0.286
H -0.279 3.497 1.007  0.242
H 1.699 -2.296 -4.105  0.252
H 2.303 -3.394 -2.314  0.261
H 4.072 -2.689 -0.374  0.281
H 2.962 -0.451 0.742  0.241
C 4.265 3.127 1.132  -0.623
C 3.794 2.533 2.446  -0.227
N 2.480 1.889 2.245  -0.566
C 1.958 0.838 2.860  0.373
S 0.513 0.055 2.249  -0.087
N 2.445 0.294 3.963  -0.549
C 3.277 0.895 5.032  -0.222
C 4.589 0.158 5.216  -0.622
H 5.235 3.600 1.271  0.262
H 3.578 3.898 0.778  0.217
H 4.370 2.362 0.362  0.212
H 3.710 3.309 3.206  0.222
H 4.491 1.775 2.800  0.217
H 1.926 2.254 1.486  0.410
H 2.054 -0.609 4.195  0.426
H 2.676 0.848 5.941  0.233
H 3.423 1.946 4.809  0.214
H 4.421 -0.896 5.439  0.227
H 5.133 0.590 6.054  0.255
H 5.221 0.225 4.329  0.210

Values from the calculation:
Maximum force in eV/Å: 0.8
Charge: +3
Molar mass in Da: 655.71
ΔE to the lowest compared entry with this formula, charge and spin in kcal/mol: 0.0
Kohn-Sham gap (alpha / beta) in Ha: 0.1915 / 0.1920
Multiplicity: 1



Entry from OMol25: C25H31AlF9O2S4Sb as an isolated structure at a distorted geometry (ωB97M-V/def2-TZVPD).

Last column: Löwdin charge in e.
Cartesian coordinates (Å):
Al 11.131 12.330 7.206  -0.071
C 14.059 15.200 7.887  -0.503
C 14.198 13.669 7.902  -0.409
S 13.350 12.745 6.585  1.020
C 12.938 13.930 5.201  -0.368
C 11.845 14.949 5.510  -0.386
S 10.408 14.419 6.608  0.966
C 10.596 15.370 8.206  -0.374
C 11.615 14.967 9.275  -0.538
S 13.094 15.936 9.207  0.969
H 13.732 15.562 6.899  0.044
H 15.056 15.624 8.083  0.095
H 13.880 13.296 8.846  0.063
H 15.278 13.357 7.779  0.120
H 12.554 13.309 4.386  0.103
H 13.916 14.362 5.008  0.105
H 11.317 15.166 4.604  0.083
H 12.226 15.873 5.881  0.076
H 9.583 15.288 8.588  0.071
H 10.729 16.420 7.931  0.097
H 11.790 13.905 9.366  0.036
H 11.202 15.252 10.228  0.088
F 8.822 9.524 10.707  0.162
C 9.038 10.467 9.732  -0.427
F 8.000 11.361 9.851  0.140
F 8.929 9.840 8.523  0.132
C 10.440 11.156 9.921  -0.173
O 10.631 12.103 8.885  -0.096
C 11.625 10.177 9.999  -0.433
F 11.704 9.615 11.276  0.153
F 11.383 9.127 9.116  0.129
F 12.784 10.783 9.736  0.180
C 10.327 12.031 11.201  -0.521
F 9.857 11.374 12.278  0.194
F 11.540 12.521 11.542  0.169
F 9.554 13.090 10.922  0.165
C 5.263 11.639 6.944  -0.329
Sb 6.944 13.095 6.737  1.227
C 6.558 14.102 8.714  -0.301
C 5.959 14.469 5.317  -0.332
H 4.290 12.110 7.230  0.023
H 5.480 10.874 7.721  0.001
H 5.127 11.140 5.960  -0.011
H 5.794 13.529 9.209  -0.011
H 6.165 15.129 8.554  0.011
H 7.545 14.108 9.288  -0.014
H 5.448 15.287 5.835  0.002
H 5.231 13.893 4.717  0.006
H 6.788 14.871 4.665  -0.002
O 10.700 10.758 6.504  -0.439
S 10.380 9.778 5.285  1.210
C 8.930 8.821 5.674  -0.409
C 8.951 7.823 6.636  -0.071
C 7.842 6.990 6.795  -0.026
C 6.772 7.153 5.950  -0.028
C 6.694 8.252 5.095  -0.049
C 7.768 9.083 4.968  -0.087
C 11.630 8.545 5.397  -0.385
C 11.453 7.358 4.669  -0.075
C 12.476 6.458 4.492  -0.042
C 13.714 6.698 5.064  -0.042
C 13.891 7.828 5.821  -0.058
C 12.855 8.726 6.066  -0.061
H 9.859 7.664 7.246  0.134
H 7.827 6.207 7.533  0.123
H 5.899 6.513 5.993  0.126
H 5.775 8.396 4.548  0.122
H 7.760 10.028 4.394  0.124
H 10.493 7.180 4.164  0.131
H 12.286 5.589 3.869  0.128
H 14.534 6.006 4.891  0.127
H 14.866 8.121 6.258  0.131
H 13.036 9.570 6.726  0.086

Values from the calculation:
Maximum force in eV/Å: 3.0
Charge: +2
Molar mass in Da: 811.51
ΔE to the lowest compared entry with this formula, charge and spin in kcal/mol: 37.3
Kohn-Sham gap in Ha: 0.2627
Multiplicity: 1



Entry from OMol25: C25H31BN10O2RuS as an isolated structure at a distorted geometry (ωB97M-V/def2-TZVPD).

Last column: Mulliken spin population.
Cartesian coordinates (Å):
Ru 0.518 0.159 0.756  0.823
C 0.376 3.432 -0.099  -0.001
C -0.829 2.815 0.523  0.038
C -2.062 3.387 0.810  0.002
C -2.807 2.412 1.461  0.031
C -4.181 2.491 2.029  -0.003
N -2.057 1.308 1.546  0.013
N -0.851 1.547 0.975  -0.008
B -2.212 -0.014 2.334  -0.059
N -0.986 -0.116 3.295  0.034
N 0.281 -0.150 2.790  -0.050
C 1.127 -0.247 3.823  0.026
C 2.602 -0.340 3.632  -0.003
C 0.398 -0.280 5.008  0.006
C -0.935 -0.192 4.633  0.031
C -2.154 -0.183 5.491  -0.004
N -2.092 -1.155 1.340  0.015
N -0.946 -1.258 0.637  0.002
C -0.987 -2.386 -0.070  -0.001
C 0.128 -2.887 -0.923  -0.004
C -2.197 -3.028 0.195  -0.003
C -2.871 -2.221 1.091  0.004
C -4.201 -2.412 1.735  -0.001
H 0.353 4.508 0.064  0.000
H 0.402 3.241 -1.167  0.002
H 1.289 3.043 0.356  0.000
H -2.374 4.393 0.587  0.000
H -4.628 3.450 1.778  0.000
H -4.163 2.394 3.115  0.002
H -4.815 1.699 1.632  0.002
H -3.237 -0.044 2.938  0.000
H 2.853 -0.483 2.587  -0.001
H 2.997 -1.186 4.193  0.002
H 3.098 0.561 3.997  0.001
H 0.785 -0.366 6.009  0.000
H -1.868 -0.255 6.537  0.000
H -2.809 -1.021 5.252  0.002
H -2.724 0.736 5.353  0.002
H 0.951 -2.180 -0.995  0.002
H -0.237 -3.083 -1.929  0.001
H 0.505 -3.826 -0.517  -0.001
H -2.532 -3.965 -0.216  0.000
H -4.648 -3.338 1.380  0.000
H -4.877 -1.591 1.495  0.000
H -4.112 -2.468 2.820  0.000
N 2.516 -1.924 -7.280  0.000
C 1.950 -1.378 -6.170  0.000
C 1.209 -2.171 -5.280  0.001
C 0.623 -1.608 -4.169  -0.002
C 0.777 -0.251 -3.909  0.003
C 1.493 0.553 -4.793  0.001
C 2.072 -0.001 -5.909  0.000
S -0.042 0.468 -2.551  -0.005
O -1.173 -0.341 -2.209  0.001
O -0.202 1.870 -2.808  0.007
N 0.947 0.324 -1.189  0.053
C 2.252 0.737 -1.111  0.007
N 2.655 0.710 0.195  0.015
C 3.912 1.049 0.461  -0.003
C 4.780 1.424 -0.545  0.012
C 4.254 1.468 -1.830  -0.005
N 2.998 1.137 -2.122  0.012
H 2.469 -2.910 -7.451  0.000
H 3.074 -1.368 -7.900  0.000
H 1.076 -3.226 -5.486  0.000
H 0.010 -2.214 -3.516  0.000
H 1.578 1.613 -4.601  0.000
H 2.615 0.627 -6.604  0.000
H 4.216 1.027 1.500  0.001
H 5.803 1.694 -0.337  0.001
H 4.864 1.792 -2.667  0.000

Values from the calculation:
Maximum force in eV/Å: 1.0
Charge: +1
Molar mass in Da: 647.54
ΔE to the lowest compared entry with this formula, charge and spin in kcal/mol: 3.7
Kohn-Sham gap (alpha / beta) in Ha: 0.2466 / 0.2243
Multiplicity: 2



- Which of these has the highest maximum force?
  C25H31AlF9O2S4Sb



What did the second record say?
Entry from OMol25: C25H30N7PtS as an isolated structure (ωB97M-V/def2-TZVPD).

Last column: natural (NBO) charge in e.
Cartesian coordinates (Å):
Pt -0.032 0.439 0.038  0.773
C 0.253 -2.418 -6.365  -0.670
C -0.208 -1.977 -5.021  0.185
C -1.519 -1.530 -4.816  -0.222
C -1.901 -1.063 -3.588  -0.118
C -0.997 -1.012 -2.489  0.059
N -1.396 -0.375 -1.349  -0.351
C -2.648 -0.549 -0.907  0.185
C -3.363 -1.757 -1.219  -0.109
C -4.610 -2.007 -0.736  -0.233
C -5.235 -1.086 0.129  0.229
C -6.562 -1.371 0.720  -0.679
C -4.542 0.092 0.488  -0.227
C -3.293 0.370 0.013  0.202
N -2.733 1.620 0.301  -0.182
C -3.394 2.811 0.386  0.034
C -2.479 3.776 0.690  -0.280
C -1.255 3.101 0.781  0.057
N -1.415 1.805 0.557  -0.293
C 0.329 -1.496 -2.690  0.254
C 0.688 -1.951 -3.937  -0.239
N 1.246 -1.680 -1.631  -0.191
C 2.272 -2.571 -1.620  0.038
C 3.153 -2.199 -0.644  -0.281
C 2.598 -1.051 -0.073  0.064
N 1.445 -0.746 -0.658  -0.319
H -0.568 -2.821 -6.955  0.261
H 1.052 -3.153 -6.298  0.253
H 0.650 -1.553 -6.908  0.279
H -2.216 -1.501 -5.643  0.265
H -2.871 -0.598 -3.470  0.246
H -2.841 -2.520 -1.781  0.253
H -5.105 -2.941 -0.965  0.269
H -7.095 -2.148 0.176  0.262
H -7.172 -0.469 0.777  0.268
H -6.423 -1.718 1.752  0.288
H -5.020 0.784 1.170  0.260
H -4.452 2.876 0.197  0.262
H -2.658 4.829 0.821  0.286
H -0.279 3.497 1.007  0.242
H 1.699 -2.296 -4.105  0.252
H 2.303 -3.394 -2.314  0.261
H 4.072 -2.689 -0.374  0.281
H 2.962 -0.451 0.742  0.241
C 4.265 3.127 1.132  -0.623
C 3.794 2.533 2.446  -0.227
N 2.480 1.889 2.245  -0.566
C 1.958 0.838 2.860  0.373
S 0.513 0.055 2.249  -0.087
N 2.445 0.294 3.963  -0.549
C 3.277 0.895 5.032  -0.222
C 4.589 0.158 5.216  -0.622
H 5.235 3.600 1.271  0.262
H 3.578 3.898 0.778  0.217
H 4.370 2.362 0.362  0.212
H 3.710 3.309 3.206  0.222
H 4.491 1.775 2.800  0.217
H 1.926 2.254 1.486  0.410
H 2.054 -0.609 4.195  0.426
H 2.676 0.848 5.941  0.233
H 3.423 1.946 4.809  0.214
H 4.421 -0.896 5.439  0.227
H 5.133 0.590 6.054  0.255
H 5.221 0.225 4.329  0.210

Values from the calculation:
Maximum force in eV/Å: 0.8
Charge: +3
Molar mass in Da: 655.71
ΔE to the lowest compared entry with this formula, charge and spin in kcal/mol: 0.0
Kohn-Sham gap (alpha / beta) in Ha: 0.1915 / 0.1920
Multiplicity: 1



- Look up the molar mass of the second one.
  655.71 Da